No. 1
{
  "formula": "CH6OP2",
  "method": "wB97M-V/def2-TZVPD",
  "symbols": ["C", "P", "H", "H", "H", "P", "O", "H", "H", "H"],
  "coordinates": [[-0.886, 0.142, 1.268], [0.443, -1.418, -1.046], [1.922, 1.650, -0.732], [-0.753, -1.580, -1.762], [-0.693, 0.977, 1.937], [-0.222, 0.547, -0.397], [1.542, 1.315, 0.075], [-0.477, -0.776, 1.683], [1.094, -0.894, -2.170], [-1.968, 0.038, 1.145]],
  "nbo_charge": [-0.976, -0.017, 0.467, -0.007, 0.259, 0.768, -0.969, 0.233, 0.000, 0.243],
  "e_tot_ev": -21758.37451,
  "lumo_energy_ev": 0.728,
  "smiles": "CP(O)#[PH2]",
  "e_above_lowest_ev": 0.889,
  "e_homo_ev": -8.68,
  "mol_weight_g_mol": 96.01
}



No. 2
{
  "formula": "CH6OP2S",
  "method": "wB97M-V/def2-TZVPD",
  "symbols": ["H", "C", "H", "H", "H", "P", "O", "H", "P", "S", "H"],
  "coordinates": [[-1.546, 0.779, 2.046], [-0.959, 0.157, -0.552], [2.818, -1.806, -0.313], [-0.449, -0.713, -1.024], [-1.896, -0.003, -0.049], [1.785, -1.102, 1.316], [1.914, -2.038, 0.000], [1.069, 1.582, -0.036], [0.524, 0.498, 0.603], [-0.288, 1.256, 2.321], [-0.950, 0.928, -1.371]],
  "nbo_charge": [0.158, -0.916, 0.483, 0.251, 0.244, 0.202, -0.990, -0.068, 0.639, -0.245, 0.243],
  "e_tot_ev": -32593.10440,
  "lumo_energy_ev": 0.399,
  "smiles": "C[P@@H](S)=PO",
  "e_above_lowest_ev": 1.502,
  "e_homo_ev": -6.87,
  "mol_weight_g_mol": 128.07
}



No. 3
{
  "formula": "CH6OS",
  "method": "wB97M-V/def2-TZVPD",
  "symbols": ["H", "H", "H", "H", "H", "O", "C", "S", "H"],
  "coordinates": [[1.027, 1.465, -1.171], [1.920, -1.626, -0.326], [1.590, -0.617, -1.824], [2.895, -0.175, -0.689], [-1.924, 0.230, 0.930], [-2.683, 0.008, 0.488], [1.803, -0.527, -0.688], [0.464, 0.227, 0.226], [-2.275, 0.175, -0.307]],
  "nbo_charge": [0.154, 0.219, 0.217, 0.228, 0.450, -0.903, -0.814, -0.007, 0.457],
  "e_tot_ev": -14013.51483,
  "lumo_energy_ev": -1.427,
  "e_above_lowest_ev": 3.330,
  "e_homo_ev": -9.63,
  "mol_weight_g_mol": 66.12
}



No. 4
{
  "formula": "CH6OS",
  "method": "wB97M-V/def2-TZVPD",
  "symbols": ["H", "H", "H", "H", "H", "C", "H", "O", "S"],
  "coordinates": [[-0.962, -0.052, -3.291], [1.416, 0.641, 2.011], [-0.605, 1.409, 0.692], [-1.204, -0.517, -1.460], [0.084, -0.469, 1.995], [0.752, 0.098, 1.375], [1.288, -0.648, 0.761], [-0.156, 0.582, 0.379], [-0.614, -1.044, -2.461]],
  "nbo_charge": [0.137, 0.180, 0.466, 0.144, 0.164, -0.266, 0.188, -0.732, -0.281],
  "e_tot_ev": -14015.88216,
  "lumo_energy_ev": 0.794,
  "smiles": "CO.S",
  "e_above_lowest_ev": 0.962,
  "e_homo_ev": -9.32,
  "mol_weight_g_mol": 66.12
}